This record from the Open Molecules 2025 dataset describes C5H7NO in the gas phase. The level of theory is ωB97M-V with the def2-TZVPD basis set.

Each line ends with the natural charge from an NBO analysis.
Geometry (Å):
O: 1.41148 2.23230 0.38560  -0.618
C: 0.78083 1.21576 0.14919  0.685
C: 1.46486 -0.13468 0.03903  -0.546
C: 0.54294 -1.31831 0.00940  -0.177
C: -0.77155 -1.19899 -0.13463  -0.202
C: -1.47827 0.12112 -0.09285  -0.247
N: -0.56159 1.24591 -0.09840  -0.614
H: 2.19964 -0.19630 0.84812  0.243
H: 2.05020 -0.10775 -0.89043  0.244
H: 0.99296 -2.30500 0.09301  0.212
H: -1.40934 -2.07629 -0.21296  0.214
H: -2.07363 0.12796 0.83332  0.198
H: -2.18956 0.22321 -0.92286  0.204
H: -0.95897 2.17108 -0.00555  0.403

Force components x, y, z for each atom (eV/Å):
O -0.170 -0.251 -0.088
C 0.005 0.033 -0.064
C 0.064 0.020 0.048
C -0.194 0.008 -0.076
C 0.138 -0.011 0.124
C -0.060 -0.112 0.017
N 0.145 0.151 0.104
H -0.129 0.000 -0.072
H -0.024 0.028 0.140
H -0.044 0.118 -0.169
H 0.104 0.109 0.102
H -0.023 0.078 -0.141
H 0.154 -0.069 0.066
H 0.033 -0.102 0.011

The calculation puts the gap between HOMO and LUMO at 0.3780 Eh. Its max |F| is 0.3 eV/Å. As for the structure (SMILES): O=C1CC=CCN1. The spin multiplicity is 1. The value obtained for the highest occupied orbital energy is -9.4 eV. The value obtained for the total energy is -8836.071 eV. The energy relative to the best compared isomer or geometry (same formula, charge and spin) comes out at 3.0 kcal/mol.